{
  "formula": "C47H43ClF9NO4P2",
  "method": "ωB97M-V/def2-TZVPD",
  "total_charge": 0,
  "e_homo_ev": -7.84,
  "e_above_lowest_kj_mol": 53.08,
  "elements": ["Cl", "P", "P", "F", "F", "F", "F", "F", "F", "F", "F", "F", "O", "O", "O", "O", "N", "C", "C", "C", "C", "C", "C", "C", "C", "C", "C", "C", "C", "C", "C", "C", "C", "C", "C", "C", "C", "C", "C", "C", "C", "C", "C", "C", "C", "C", "C", "C", "C", "C", "C", "C", "C", "C", "C", "C", "C", "C", "C", "C", "C", "C", "C", "C", "H", "H", "H", "H", "H", "H", "H", "H", "H", "H", "H", "H", "H", "H", "H", "H", "H", "H", "H", "H", "H", "H", "H", "H", "H", "H", "H", "H", "H", "H", "H", "H", "H", "H", "H", "H", "H", "H", "H", "H", "H", "H", "H"],
  "xyz": [[1.587580, -0.101594, -0.771808], [-0.506949, 0.215665, 1.716771], [1.537616, 1.062723, 2.011967], [4.304213, 11.400597, 3.536648], [2.713891, -6.192632, 3.063482], [-1.477788, 0.094965, -8.592856], [-0.216700, 2.119966, 5.157268], [2.205585, -2.444827, -3.611220], [-1.720405, -0.792063, -1.148147], [2.107998, 4.820953, 2.726585], [-2.125619, -4.319036, -0.744492], [1.811593, 4.374923, 0.417590], [2.665192, 3.000522, 3.776390], [-0.311228, -1.384802, 1.480185], [0.385803, 2.819748, -0.126897], [-1.129895, 0.429421, 3.221649], [1.127017, 2.826460, 2.045841], [-1.160778, 5.061982, 7.031120], [1.179829, -5.232595, 0.398786], [-2.500226, -2.219832, -11.169266], [2.185763, 10.469602, 3.951015], [-4.712223, 0.816169, -2.390157], [-2.892535, 4.528180, 5.449460], [-3.376084, 0.613354, -2.074522], [-3.630062, -0.659243, -9.166730], [-3.874672, -2.223582, -10.977106], [1.686793, -8.915256, 5.203350], [1.720802, -1.291314, -5.603285], [1.286690, -6.178525, 4.932694], [0.068256, -1.493263, -3.857707], [3.730647, -0.276417, 0.848127], [2.313228, -8.226926, 4.175147], [-0.422247, 3.970920, 6.597292], [-0.827881, -0.766352, -4.628191], [-3.019864, -0.567195, -1.459573], [-2.266832, -0.667756, -9.378520], [-0.254691, -5.041608, -1.976479], [3.511844, 10.312479, 3.603631], [4.391568, -0.038467, 2.218872], [0.815502, -0.572750, -6.371175], [1.894940, 8.091068, 3.738986], [-5.659979, -0.152958, -2.081562], [1.373093, 9.347190, 4.013481], [-0.936427, 3.183146, 5.589639], [3.233800, 7.954180, 3.397393], [2.103104, -6.868531, 4.060541], [1.070343, -5.450463, -1.994863], [1.786206, -5.548724, -0.809491], [-3.938143, -1.542345, -1.147981], [-0.836184, -4.729903, -0.764907], [-1.686028, -1.433196, -10.368276], [0.656926, -6.876289, 5.952461], [-0.457310, -0.307843, -5.885354], [-2.157166, 3.440363, 5.002827], [-5.272553, -1.332393, -1.459096], [0.857854, -8.242655, 6.090259], [-0.142709, -4.814163, 0.424214], [-4.437788, -1.441891, -9.978090], [1.055524, 3.326687, 0.712068], [4.050349, 9.072956, 3.323298], [-2.395453, 5.339659, 6.460424], [1.329757, -1.741741, -4.358171], [2.580026, 0.700909, 0.529409], [2.043691, 3.511761, 2.903021], [-0.770996, 5.695476, 7.815975], [1.735469, -5.310940, 1.321275], [-0.205182, -1.865849, -2.879046], [-4.047695, -0.048272, -8.377602], [-2.620514, 1.355541, -2.297571], [-0.613303, -1.410209, -10.505895], [3.966806, -0.655310, 2.997284], [2.956850, -8.733093, 3.468262], [-0.833041, -4.962329, -2.887736], [0.539359, 3.731199, 7.031485], [1.259179, 7.217575, 3.791711], [4.297556, 1.015451, 2.462725], [-1.818213, -0.558492, -4.244764], [1.149476, -5.112098, 4.811298], [-1.155090, 0.253825, -6.478802], [1.544178, -5.690937, -2.936674], [5.094285, 8.990708, 3.051932], [3.386695, -1.293722, 0.716714], [-6.007172, -2.087746, -1.216369], [3.018448, 1.582217, 0.071878], [2.818783, -5.870619, -0.827807], [0.329516, 9.454867, 4.276406], [-0.394064, 0.727768, 3.782773], [2.719948, -1.502441, -5.960936], [4.502375, -0.077887, 0.111964], [-0.764973, -1.573039, 0.650637], [-2.059476, -2.831356, -11.944603], [5.455812, -0.235904, 2.135188], [1.104132, -0.218275, -7.351492], [-3.600197, -2.451337, -0.669244], [1.800702, 11.456866, 4.168260], [-2.519448, 2.797436, 4.210884], [0.008459, -6.351519, 6.640478], [-6.700230, 0.012332, -2.327875], [-4.507548, -2.835483, -11.605418], [-5.013842, 1.732941, -2.877988], [0.367803, -8.782724, 6.888943], [-3.855665, 4.741441, 5.006676], [-5.508856, -1.441367, -9.829262], [-0.632639, -4.552779, 1.353168], [-2.969919, 6.189209, 6.804111], [3.641752, 6.975186, 3.187661], [1.847018, -9.979203, 5.311475]],
  "forces_ev_per_angstrom": [[0.2, 0.4, -0.2], [-2.3, 1.2, -2.1], [0.3, -0.9, 2.0], [0.0, 0.0, 0.0], [0.1, 0.0, 0.1], [-0.1, 0.0, -0.3], [0.2, 0.1, 0.2], [0.0, 0.0, 0.0], [0.1, 0.0, -0.1], [-0.5, 0.3, -0.2], [0.0, 0.0, 0.0], [0.3, 0.1, 0.2], [-0.2, 0.3, -0.3], [0.7, 0.0, 1.0], [0.3, 0.3, 0.3], [1.6, -0.2, -0.2], [2.0, 0.8, -1.4], [-0.1, 0.0, -0.1], [0.0, 0.0, -0.2], [-0.1, 0.0, 0.1], [-0.1, 0.2, 0.0], [-0.1, -0.2, 0.1], [0.1, 0.1, 0.1], [0.2, 0.2, -0.1], [-0.1, 0.1, 0.2], [0.0, 0.0, 0.0], [-0.1, 0.1, 0.0], [0.2, 0.0, -0.1], [0.0, 0.2, 0.0], [-0.1, -0.1, 0.2], [0.3, 0.5, 0.6], [0.1, -0.1, -0.1], [0.3, -0.1, 0.1], [0.1, 0.0, -0.1], [-0.2, 0.0, 0.0], [-0.1, -0.1, -0.1], [-0.1, 0.0, -0.2], [-0.1, -0.2, 0.0], [0.1, 0.1, -0.8], [-0.1, 0.0, 0.1], [0.0, -0.1, 0.0], [0.0, 0.0, 0.0], [0.1, -0.1, 0.0], [-0.2, 0.2, 0.0], [-0.1, 0.1, 0.0], [-0.1, -0.1, 0.2], [0.0, 0.0, 0.1], [0.0, 0.0, 0.0], [0.0, -0.3, 0.2], [0.3, 0.0, 0.0], [0.2, 0.0, 0.0], [0.1, -0.1, 0.0], [0.0, 0.0, 0.2], [-0.1, -0.1, -0.2], [0.0, 0.2, -0.1], [0.0, 0.0, 0.1], [-0.1, 0.1, 0.2], [0.1, 0.0, -0.1], [-1.6, -0.7, -0.6], [0.2, 0.0, 0.0], [0.0, 0.0, 0.0], [-0.1, 0.1, -0.1], [-0.6, -0.7, -0.6], [0.0, -1.0, 1.2], [0.0, 0.0, 0.0], [0.0, 0.0, 0.0], [0.0, 0.0, 0.0], [0.0, 0.0, 0.0], [0.0, 0.0, 0.0], [0.0, 0.0, 0.0], [-0.1, 0.1, 0.3], [0.0, 0.0, 0.0], [0.0, 0.0, 0.0], [0.0, 0.0, 0.0], [0.0, 0.0, 0.0], [0.0, 0.1, 0.4], [0.0, 0.0, 0.0], [0.0, 0.0, 0.0], [-0.1, 0.1, 0.0], [0.0, 0.0, 0.0], [0.0, 0.0, 0.0], [0.0, -0.2, 0.1], [0.0, 0.0, 0.0], [-0.2, 0.4, 0.1], [0.0, 0.0, 0.0], [0.0, 0.0, 0.0], [-0.5, -0.2, 0.6], [0.0, 0.0, 0.0], [-0.1, -0.2, -0.4], [0.0, -0.1, -0.2], [0.0, 0.0, 0.0], [0.1, -0.2, 0.1], [0.0, 0.0, 0.0], [0.0, 0.0, 0.0], [0.0, 0.0, 0.0], [0.0, 0.0, 0.0], [0.0, 0.0, 0.0], [0.0, 0.0, 0.0], [0.0, 0.0, 0.0], [0.0, 0.0, 0.0], [0.0, 0.0, 0.0], [0.0, 0.0, 0.0], [0.0, 0.0, 0.0], [0.0, 0.0, 0.0], [0.0, 0.0, 0.0], [0.0, 0.0, 0.0], [0.0, 0.0, 0.0]]
}

---

{
  "formula": "C47H44As2FeN8",
  "method": "ωB97M-V/def2-TZVPD",
  "multiplicity": 6,
  "total_charge": 1,
  "e_homo_ev": [-8.69, -10.34],
  "elements": ["As", "As", "Fe", "N", "N", "N", "N", "N", "N", "N", "N", "C", "C", "C", "C", "C", "C", "C", "C", "C", "C", "C", "C", "C", "C", "C", "C", "C", "C", "C", "C", "C", "C", "C", "C", "C", "C", "C", "C", "C", "C", "C", "C", "C", "C", "C", "C", "C", "C", "C", "C", "C", "C", "C", "C", "C", "C", "C", "H", "H", "H", "H", "H", "H", "H", "H", "H", "H", "H", "H", "H", "H", "H", "H", "H", "H", "H", "H", "H", "H", "H", "H", "H", "H", "H", "H", "H", "H", "H", "H", "H", "H", "H", "H", "H", "H", "H", "H", "H", "H", "H", "H"],
  "xyz": [[-0.285603, -0.226987, -2.988047], [-0.158735, 0.045711, 2.638377], [0.081000, 0.206717, -0.178176], [-2.552220, -1.851336, -0.046138], [-1.933767, 0.528942, -0.057371], [2.749083, 2.343309, -0.148236], [1.999782, 0.043636, -0.242238], [2.160217, -2.353860, -0.153852], [0.370256, 2.236002, -0.102518], [-0.163257, -1.708387, 0.187800], [-1.877929, 2.922641, -0.644724], [4.027591, -0.881565, -0.831028], [2.901924, 1.070070, -0.287402], [0.649608, -0.232807, 5.203873], [1.607351, 2.970824, 0.101042], [2.709313, -1.190240, -0.380583], [2.213672, 5.426737, 0.208369], [-1.072795, -1.539625, 3.280504], [-1.897604, -4.791963, 0.957870], [-2.127847, -2.379846, -3.412614], [4.157564, 0.459827, -0.820649], [1.089971, 0.593349, 4.047924], [1.437621, -1.376553, 5.471248], [0.320700, 6.906600, -0.030376], [-1.456653, 1.414715, 2.857316], [-1.385478, -2.386554, 0.220301], [0.996651, -1.102262, -4.255598], [-0.578956, 3.165282, -0.192773], [-0.246189, 1.618329, -3.581198], [-1.320186, -6.011258, 1.269639], [-1.099185, -3.713505, 0.572096], [-1.988716, -0.874471, -3.819299], [-0.957841, -1.042232, 6.768498], [1.305545, 4.306035, 0.262583], [-5.828431, 1.651939, -1.962765], [1.054308, -2.343497, 6.375449], [0.081553, 2.067459, -4.996125], [-2.388645, 1.674040, -0.592025], [0.092273, -6.067670, 1.325953], [-2.785829, -0.583056, -0.306441], [2.442654, -0.654458, -3.881697], [-0.532066, 5.817709, -0.004342], [0.874443, -2.554049, 0.266938], [6.436365, 0.385957, -1.524369], [-4.639663, 2.207834, -1.607893], [-0.561202, -0.054066, 5.860446], [-5.204255, -0.537542, -1.395542], [-0.193140, -2.150380, 6.994535], [5.093191, -1.678070, -1.256049], [-4.027813, -0.025029, -0.944456], [6.315206, -0.995076, -1.617028], [1.697544, 6.686714, 0.081814], [5.333623, 1.122298, -1.102834], [0.292829, -3.857781, 0.605795], [-0.097308, 4.481412, 0.067937], [-6.191998, 0.289765, -1.811750], [0.901376, -5.034467, 0.947364], [-3.718135, 1.354847, -1.100194], [1.050634, 1.692159, -5.395700], [-2.876283, -0.335841, -3.435197], [0.585944, -6.980798, 1.715928], [-1.465783, -1.474303, 4.281712], [2.460844, 0.414865, -3.733038], [-2.979711, -4.582006, 1.140751], [3.271435, 5.295282, 0.342772], [-1.199403, 0.819116, 5.723378], [-2.503634, -2.457883, -2.431220], [-1.894044, -0.820379, -4.930649], [0.802332, -2.136184, -4.209029], [-1.887435, -1.815617, 2.552682], [1.940876, -5.132483, 0.768257], [3.170810, -0.779682, -4.697064], [-1.851312, -0.841940, 7.335960], [-0.432146, -2.453667, 3.368337], [-4.366685, 3.261249, -1.818943], [-2.003819, -6.758560, 1.751427], [0.232857, 3.131427, -4.972431], [-0.579181, -2.812409, 7.753292], [-1.623712, 5.964098, -0.159703], [5.354479, 2.198426, -0.926774], [7.089591, -1.616627, -2.021475], [2.115127, 0.314862, 3.802787], [0.101835, 7.986812, -0.061357], [-5.461297, -1.587074, -1.201531], [4.888096, -2.721508, -1.395032], [-1.291647, 1.896512, -3.336283], [-1.315038, 2.167527, 2.121877], [-1.192348, -3.005173, -3.528241], [2.370384, -1.509048, 4.923149], [1.656730, -3.221166, 6.696194], [0.967749, 1.668136, 4.211702], [-7.132885, -0.173388, -2.074618], [-2.423063, 0.905498, 2.691464], [2.835673, -1.134020, -2.997699], [7.435918, 0.727493, -1.662991], [0.734091, -0.802900, -5.309863], [-2.878431, -2.804817, -4.098166], [-0.660580, 1.760612, -5.745628], [-1.419707, 1.860098, 3.836846], [-6.563584, 2.353058, -2.392405], [0.458999, 2.167538, -2.943656], [2.355526, 7.572637, 0.162836]],
  "forces_ev_per_angstrom": [[-0.1, -0.4, -1.1], [0.8, 0.2, -1.1], [-0.4, 0.8, 1.1], [-1.5, 1.5, -0.7], [2.8, -2.1, 0.1], [1.4, 0.4, 0.5], [-0.1, -1.2, 0.7], [0.7, 0.2, 0.4], [1.0, 0.3, 0.0], [0.2, 1.1, -1.6], [0.1, -2.2, 0.8], [1.7, -1.9, -0.6], [0.2, -0.2, -1.6], [0.5, -0.6, 0.3], [-1.8, -3.7, -0.6], [-3.6, 0.2, 0.6], [-0.9, -1.1, 0.6], [-0.3, -1.7, -0.6], [-1.5, 0.6, 0.1], [0.5, 0.1, -2.1], [0.5, 2.7, 1.2], [-0.1, -0.2, 0.4], [0.2, 0.0, -0.2], [0.6, 0.1, 0.5], [-1.3, -0.7, 0.5], [1.7, 1.2, 0.6], [0.3, 2.0, -0.3], [-2.9, -0.9, -0.6], [-0.2, 0.6, 0.1], [-0.3, 0.6, 1.6], [0.3, -1.7, 0.6], [0.7, -1.0, 0.2], [-0.1, 1.5, -0.5], [0.9, 2.6, -0.8], [-3.3, 0.3, -1.1], [-0.8, -0.3, 0.8], [0.6, -1.2, -0.8], [0.0, 1.9, -0.1], [-0.3, -2.3, 0.5], [-0.3, 0.5, 0.0], [-0.5, -0.2, -1.0], [-2.6, 0.0, -0.9], [-0.7, -0.4, -0.7], [-0.5, -1.2, 0.6], [0.8, 1.2, -0.7], [0.4, -0.3, 0.8], [-0.3, -2.6, 1.7], [0.4, -0.6, 0.6], [0.6, 1.6, -0.5], [2.9, 1.5, 0.5], [-2.4, -1.6, 0.3], [0.7, 0.5, 0.4], [0.3, 0.7, 0.1], [0.4, 1.0, -0.5], [2.5, 1.3, 0.3], [0.5, 1.8, -0.9], [-0.3, 0.1, -0.6], [-0.4, -1.0, 0.3], [-0.5, -0.1, 0.5], [0.6, 0.0, -0.4], [-0.5, 0.5, -0.5], [-0.4, 0.5, 0.1], [-0.1, 0.5, 0.3], [0.9, -0.5, -0.5], [0.2, -0.3, -0.1], [0.3, -0.2, -0.1], [-0.3, -0.2, 1.2], [-0.1, 0.3, 0.9], [0.2, -1.4, 0.2], [0.7, 0.5, 0.8], [1.0, -0.2, 0.5], [-0.3, -0.4, 0.1], [-0.3, -0.3, 0.1], [-0.1, 0.9, -0.5], [-0.5, -0.8, 0.3], [1.1, 0.4, -0.8], [-0.4, 0.6, -0.2], [0.3, -0.4, 0.0], [0.8, 0.1, 0.2], [0.1, -0.2, -0.2], [0.5, 0.0, 0.0], [-0.1, 0.4, -0.2], [-0.9, -0.9, -0.1], [0.4, 0.3, -0.3], [0.5, -0.5, 0.1], [0.6, 0.4, 0.1], [0.1, 0.6, -0.6], [-0.9, 0.8, 0.2], [-0.1, 0.2, 0.1], [-0.3, 0.8, -0.7], [0.2, -0.1, -0.2], [-0.2, 0.6, -0.1], [0.2, 0.6, 0.1], [-0.1, -0.2, 0.1], [0.3, 1.0, -0.3], [0.2, 0.0, 1.1], [0.2, -0.1, 0.3], [0.0, 0.3, 0.3], [-0.1, 0.1, 0.3], [0.2, -0.6, 0.2], [-0.4, -0.2, 0.3], [-0.3, -0.7, -0.3]]
}